No. 1
ORCA calculation (ωB97M-V with the def2-TZVPD basis set) on C2H2N4O2 as an isolated structure at a distorted geometry.

```
10
Properties=species:S:1:pos:R:3:nbo_charge:R:1
H 3.160 -0.103 -0.086 0.335
C -2.034 0.083 -0.241 0.748
N -0.322 1.228 0.083 0.092
C 1.359 -0.417 0.190 0.178
N 0.101 -0.010 0.092 -0.017
N -1.624 1.333 0.047 -0.238
O -3.239 -0.175 -0.163 -0.534
O -1.027 -0.831 -0.222 -0.291
N 2.377 0.501 -0.495 -0.520
H 1.248 -1.609 0.797 0.248
```

Output
Strongest force on any atom   9.6 eV Å⁻¹
Lowest unoccupied orbital energy   -1.8 eV
Orbital gap   8.43 eV
Net charge   0
Energy above the lowest of the compared OMol25 structures with the same formula, charge and spin   764.69 kJ/mol

No. 2
ORCA calculation (ωB97M-V with the def2-TZVPD basis set) on one molecule with the formula C7H6INO2S at a distorted geometry.

```
18
Properties=species:S:1:pos:R:3:nbo_charge:R:1
H -2.182 2.580 -0.834 0.225
C -1.540 1.730 -0.646 -0.188
I 3.463 0.179 -0.124 0.223
H 1.789 -2.456 1.787 0.524
H -2.320 0.631 -2.414 0.227
S 0.763 -2.212 -0.361 1.508
H -1.016 -1.150 -2.266 0.236
O -0.311 -3.143 -0.739 -0.908
H -0.508 2.383 1.251 0.233
C 0.067 0.435 0.453 -0.105
C -0.012 -0.581 -0.439 -0.275
C -0.860 -0.371 -1.517 -0.161
H 0.528 0.678 2.466 0.196
C -0.719 1.549 0.459 -0.185
C 1.100 0.548 1.586 0.132
N 2.356 0.489 1.624 -0.526
C -1.571 0.788 -1.601 -0.222
O 0.974 -2.079 1.315 -0.936
```

Output
Strongest force on any atom   4.2 eV Å⁻¹
Lowest unoccupied orbital energy   -0.2 eV
Orbital gap   9.09 eV
Net charge   0
Energy above the lowest of the compared OMol25 structures with the same formula, charge and spin   12.91 kJ/mol

No. 3
ORCA calculation (ωB97M-V with the def2-TZVPD basis set) on a 9-piece molecular cluster, C12H45N3O9 overall at a distorted geometry.

```
69
Properties=species:S:1:pos:R:3:nbo_charge:R:1
H -5.095 -2.148 -1.735 0.370
H -4.580 3.356 2.016 0.212
O 0.342 1.885 -2.338 -0.996
C 4.560 -0.811 -0.942 -0.085
H -3.012 -3.915 -2.493 0.171
H -1.191 -2.363 -0.504 0.224
H 4.123 -1.247 -0.036 0.180
O -3.772 -2.359 -3.604 -0.547
C -1.123 3.487 2.526 -0.054
H -0.356 0.216 0.633 0.509
H 1.689 0.993 3.593 0.486
H 4.738 -3.772 -2.439 0.193
H -3.250 3.412 0.852 0.219
N -2.915 3.333 4.189 -0.831
C -3.573 -3.085 -4.811 -0.246
H -2.519 -3.031 -5.097 0.170
H 4.825 1.843 -0.328 0.209
H 0.862 -0.011 1.597 0.489
C -3.551 3.681 1.866 -0.619
H 0.613 4.282 0.459 0.184
C 3.778 1.576 -0.476 -0.615
H 2.773 -0.768 2.943 0.484
H -3.514 4.760 2.016 0.218
H 0.887 2.732 0.018 0.236
C 3.683 0.366 -1.381 -0.067
H -1.097 4.572 2.416 0.185
O 4.454 -1.733 -2.024 -0.549
H -1.842 -2.588 -2.900 0.175
O -1.844 0.845 -0.087 -0.967
H -0.226 1.410 -1.720 0.469
H 5.974 -2.983 -1.454 0.157
H 5.602 -0.582 -0.705 0.167
H -3.853 -4.133 -4.688 0.169
C -2.557 3.022 2.814 -0.062
H 4.394 -3.408 -0.781 0.173
O -0.761 2.929 1.265 -0.578
O 3.575 -1.234 2.645 -0.962
H 4.101 0.725 -2.329 0.185
N -4.554 -2.442 -0.928 -0.844
H -1.876 1.598 0.544 0.500
H 2.351 -2.718 0.941 0.471
H 3.302 2.435 -0.959 0.219
H -4.176 -2.586 -5.564 0.194
H -2.308 2.794 4.806 0.345
C 0.558 3.278 0.907 -0.270
H -2.686 0.388 0.025 0.479
C -3.123 -2.185 -1.277 -0.067
H 1.229 3.175 1.761 0.154
H 1.202 1.384 -2.327 0.500
H -2.554 1.928 2.674 0.153
H -0.458 3.130 3.318 0.156
H 3.234 1.466 0.467 0.189
C -2.202 -2.623 -0.178 -0.620
H -2.336 -2.145 0.794 0.205
N 2.294 -0.026 -1.697 -0.870
H -4.742 -1.855 -0.122 0.341
H 2.480 -0.978 -2.026 0.388
C -2.873 -2.836 -2.622 -0.071
H -3.841 3.025 4.461 0.365
H 1.095 -2.020 0.400 0.495
O 0.497 -0.280 0.736 -1.016
H -2.255 -3.697 0.014 0.218
H 4.310 -0.659 2.887 0.468
H 1.756 -0.184 -0.840 0.386
O 1.693 -2.777 0.237 -0.978
H 0.594 0.100 4.190 0.499
C 4.901 -3.020 -1.670 -0.245
H -3.063 -1.090 -1.375 0.156
O 1.207 0.166 3.446 -0.958
```

Output
Strongest force on any atom   2.3 eV Å⁻¹
Lowest unoccupied orbital energy   -0.5 eV
Orbital gap   8.59 eV
Net charge   0
Energy above the lowest of the compared OMol25 structures with the same formula, charge and spin   85.43 kJ/mol

> lowest unoccupied orbital energy of number 2 (C7H6INO2S)?

-0.2 eV